Entry 1:
Here is a gas-phase ion, C5H4N (charge +1) from the Open Molecules 2025 dataset. Energies are from ωB97M-V with the def2-TZVPD basis set.

```
10
Properties=species:S:1:pos:R:3:forces:R:3:mulliken_charge:R:1
C -1.139 0.306 -0.023 1.04 -0.40 -0.03 0.7143
C -2.435 0.428 0.030 -1.07 0.37 0.02 -0.1480
C -0.653 -1.204 -0.011 -0.88 0.29 0.02 -0.2528
C 1.155 0.101 0.008 0.47 -0.17 0.00 -0.4972
C 0.032 1.031 -0.019 -0.26 0.74 -0.01 -0.1231
N 0.580 -1.197 0.002 1.34 -0.97 0.01 -0.2852
H -1.311 -2.053 -0.009 -0.15 -0.17 -0.01 0.4517
H 1.868 0.238 -0.829 -0.26 0.10 0.04 0.3513
H 1.815 0.237 0.888 -0.25 0.15 -0.07 0.3513
H 0.087 2.112 -0.036 0.02 0.06 0.03 0.4377
```
Positions in Å, forces in eV/Å.

The value obtained for the largest force on an atom is 1.655 eV/Å. The calculation puts the energy above the lowest of the compared OMol25 structures with the same formula, charge and spin at 2.276 eV. As for the total charge: +1. The HOMO energy comes out at -16.13 eV.

=====

Entry 2:
Here is 2 unconnected molecules or ions with the total composition C5H4N2 from the Open Molecules 2025 dataset. Energies are from ωB97M-V with the def2-TZVPD basis set.

```
11
Properties=species:S:1:pos:R:3:forces:R:3:mulliken_charge:R:1
C -0.735 0.045 2.512 0.30 -0.82 -1.92 -0.2895
C -0.450 -0.095 1.326 -0.46 0.13 1.29 -0.2996
C -0.098 -0.268 0.011 0.59 -0.12 -0.01 0.7448
C 1.272 -0.279 -0.517 -0.69 1.11 -0.24 -0.3682
N 1.205 -0.161 -1.804 1.16 -0.52 0.34 -0.3465
N -0.117 -0.306 -2.231 -0.89 -0.14 0.43 -0.3785
C -0.891 -0.347 -1.184 0.19 0.15 -0.53 -0.3271
H -1.069 -0.314 3.442 -0.14 0.35 0.85 0.3729
H 2.163 -0.096 0.076 -0.05 -0.29 -0.30 0.4074
H 0.715 2.352 -0.291 -0.03 0.06 0.02 0.0277
H -1.960 -0.465 -1.272 0.00 0.09 0.06 0.4565
```
Positions in Å, forces in eV/Å.

The value obtained for the largest force on an atom is 2.108 eV/Å. The calculation puts the energy above the lowest of the compared OMol25 structures with the same formula, charge and spin at 7.022 eV. The HOMO energy (spin up / spin down) comes out at -9.70 / -9.99 eV.

=====

Entry 3:
Here is C5H4N2 in the gas phase from the Open Molecules 2025 dataset. Energies are from ωB97M-V with the def2-TZVPD basis set.

```
11
Properties=species:S:1:pos:R:3:forces:R:3:mulliken_charge:R:1
C -0.457 -1.181 -0.053 -0.93 0.36 0.81 0.3217
C 0.309 0.850 0.256 0.58 -0.21 0.31 0.2356
C 1.481 0.268 -0.349 0.28 -0.01 -0.58 -0.2032
C 0.810 -0.916 0.388 -1.58 -0.03 -2.19 -0.3642
C -1.924 0.489 -0.062 3.48 -0.50 -0.02 -0.3107
N -1.647 -0.849 -0.274 1.93 -1.80 -0.57 -0.5370
N -0.857 1.244 0.083 -1.67 0.75 0.32 -0.4102
H 1.627 0.277 -1.464 -0.34 -0.50 1.10 0.2350
H 2.357 0.581 0.174 0.91 0.18 0.02 0.2377
H 1.191 -1.471 1.216 0.50 0.24 0.55 0.3535
H -2.890 0.708 0.086 -3.16 1.51 0.24 0.4417
```
Positions in Å, forces in eV/Å.

The value obtained for the largest force on an atom is 3.512 eV/Å. The calculation puts the energy above the lowest of the compared OMol25 structures with the same formula, charge and spin at 5.315 eV. The HOMO energy (spin up / spin down) comes out at -7.20 / -7.20 eV.

=====

Entry 4:
Here is C5H4N2 in the gas phase from the Open Molecules 2025 dataset. Energies are from ωB97M-V with the def2-TZVPD basis set.

```
11
Properties=species:S:1:pos:R:3:forces:R:3:mulliken_charge:R:1
C -1.008 1.938 1.518 0.14 -0.42 -0.28 0.0018
C -0.560 1.022 0.875 0.09 0.49 0.36 -0.6664
C 0.511 0.180 0.390 0.17 0.19 0.05 0.0372
N 0.589 -1.271 0.491 -0.10 -0.20 0.11 -0.5653
C 0.645 -0.655 -0.837 0.08 0.03 -0.20 0.1274
C -0.391 -0.930 -1.807 -0.67 -0.21 -0.64 0.0897
N -1.135 -1.246 -2.635 0.61 0.40 0.86 -0.3969
H -1.298 2.765 2.126 -0.34 -0.12 -0.15 0.4094
H 1.441 0.658 0.681 0.11 -0.16 -0.08 0.3253
H -0.334 -1.673 0.646 0.05 0.11 -0.02 0.2848
H 1.637 -0.651 -1.282 -0.13 -0.11 -0.01 0.3530
```
Positions in Å, forces in eV/Å.

The value obtained for the largest force on an atom is 1.129 eV/Å. As for the structure (SMILES): C#C[C@H]1N[C@H]1C#N. The calculation puts the energy above the lowest of the compared OMol25 structures with the same formula, charge and spin at 3.387 eV. The HOMO energy comes out at -10.00 eV.

=====

Entry 5:
Here is 2 unconnected molecules or ions with the total composition C5H4N2 from the Open Molecules 2025 dataset. Energies are from ωB97M-V with the def2-TZVPD basis set.

```
11
Properties=species:S:1:pos:R:3:forces:R:3:mulliken_charge:R:1
C -1.847 -1.608 0.634 0.17 -0.42 0.63 0.0612
C -0.889 -0.913 0.414 0.08 0.25 -0.29 -0.2778
C 0.125 -0.037 0.036 0.55 -0.02 0.31 0.1687
C 0.271 1.375 0.381 -0.26 -0.07 -0.53 -0.1830
N 1.409 1.827 -0.017 -0.22 0.02 0.37 -0.4438
N 2.164 0.738 -0.546 0.10 -0.35 0.05 -0.4171
C 1.458 -0.340 -0.486 -0.49 0.23 -0.33 -0.3445
H -2.548 -2.296 1.031 -0.31 -0.06 -0.16 0.4574
H -0.494 1.977 0.851 0.13 0.11 -0.05 0.4433
H -1.486 0.584 -1.496 0.36 0.11 0.01 0.0763
H 1.838 -1.306 -0.803 -0.11 0.21 0.01 0.4593
```
Positions in Å, forces in eV/Å.

The value obtained for the largest force on an atom is 0.772 eV/Å. The calculation puts the energy above the lowest of the compared OMol25 structures with the same formula, charge and spin at 6.807 eV. The HOMO energy (spin up / spin down) comes out at -9.67 / -10.15 eV.

=====

Entry 6:
Here is C5H4N2 in the gas phase from the Open Molecules 2025 dataset. Energies are from ωB97M-V with the def2-TZVPD basis set.

```
11
Properties=species:S:1:pos:R:3:forces:R:3:mulliken_charge:R:1
C -1.767 -0.121 0.060 -3.40 1.38 -0.68 0.1947
C -0.366 -0.021 0.023 1.08 -1.14 -1.05 0.5145
C 0.425 1.183 -0.072 -0.65 0.63 1.26 -0.3767
C 1.726 0.760 -0.015 -1.66 -1.56 0.19 -0.4819
C 0.461 -1.157 -0.072 0.79 4.41 1.36 -0.6794
H 0.031 2.266 0.048 0.83 -2.24 -0.47 0.3146
H 2.555 1.423 0.093 0.79 -0.38 -0.05 0.3841
H 2.678 -1.018 0.179 -0.35 -1.38 -0.23 0.2133
H 0.160 -2.124 -0.120 -0.45 -2.70 -0.01 0.4922
N -2.926 0.060 -0.003 2.51 -0.84 0.39 -0.5237
N 1.741 -0.690 0.039 0.52 3.83 -0.71 -0.0517
```
Positions in Å, forces in eV/Å.

The value obtained for the largest force on an atom is 4.678 eV/Å. As for the structure (SMILES): N#Cc1cc[nH]c1. The calculation puts the energy above the lowest of the compared OMol25 structures with the same formula, charge and spin at 0.776 eV. The HOMO energy comes out at -8.97 eV.

=====

Entry 7:
Here is C5H4N2 in the gas phase from the Open Molecules 2025 dataset. Energies are from ωB97M-V with the def2-TZVPD basis set.

```
11
Properties=species:S:1:pos:R:3:forces:R:3:lowdin_spin:R:1
C -1.177 0.537 -0.882 -2.36 -1.42 0.64 0.1415
C 0.037 1.149 -1.071 -1.91 -0.15 -1.66 1.0464
C -1.432 -0.473 0.113 0.46 0.15 -0.59 0.3369
C 2.041 -0.460 0.724 -3.17 0.24 1.62 0.0424
C 0.697 -0.553 1.075 0.88 0.05 0.10 0.1274
N -0.533 -0.787 1.054 1.08 0.49 1.58 0.0991
N 1.796 -0.261 1.969 -0.48 -0.58 0.08 0.0690
H -2.238 0.696 -1.415 2.78 0.39 0.44 0.0373
H 0.327 1.689 -1.989 0.28 0.03 0.95 0.0807
H -2.319 -1.060 0.351 -0.44 0.77 -1.07 0.0162
H 2.802 -0.476 0.072 2.87 0.02 -2.11 0.0031
```
Positions in Å, forces in eV/Å.

The value obtained for the largest force on an atom is 3.566 eV/Å. The spin multiplicity is 3. The calculation puts the energy above the lowest of the compared OMol25 structures with the same formula, charge and spin at 0.976 eV. The HOMO energy (spin up / spin down) comes out at -6.84 / -9.24 eV. The expectation value of S² is 2.051.

=====

Entry 8:
Here is 2 unconnected molecules or ions with the total composition C5H4N2O from the Open Molecules 2025 dataset. Energies are from ωB97M-V with the def2-TZVPD basis set.

```
12
Properties=species:S:1:pos:R:3:forces:R:3:mulliken_charge:R:1
C 0.522 1.071 -0.225 0.37 -0.01 -0.67 0.5471
C 1.432 0.278 -0.798 4.22 -3.06 0.15 -0.3301
C -0.274 -1.085 -0.340 4.75 3.03 -0.06 0.3409
C -1.194 -1.930 0.307 -0.92 -1.34 -1.01 -0.3789
C -2.085 -2.681 0.634 -1.85 -0.27 1.91 0.0528
H 1.706 2.708 0.623 -5.31 -0.58 -1.51 0.3173
H -0.786 2.641 0.246 5.72 0.25 0.33 0.3520
H 2.611 0.586 -0.878 -3.36 -1.11 -0.25 0.2369
H -2.983 -3.162 1.207 2.46 0.98 -1.67 0.3400
N 0.609 2.478 0.033 -1.88 -1.43 1.09 -0.6464
N 1.035 -1.222 -0.782 -4.03 4.51 1.45 -0.4668
O -0.592 0.317 -0.026 -0.17 -0.97 0.25 -0.3647
```
Positions in Å, forces in eV/Å.

The value obtained for the largest force on an atom is 6.217 eV/Å. The calculation puts the energy above the lowest of the compared OMol25 structures with the same formula, charge and spin at 6.842 eV. The HOMO energy comes out at -8.34 eV.

=====

What did the fourth record say?
Here is C5H4N2 in the gas phase from the Open Molecules 2025 dataset. Energies are from ωB97M-V with the def2-TZVPD basis set.

```
11
Properties=species:S:1:pos:R:3:forces:R:3:mulliken_charge:R:1
C -1.008 1.938 1.518 0.14 -0.42 -0.28 0.0018
C -0.560 1.022 0.875 0.09 0.49 0.36 -0.6664
C 0.511 0.180 0.390 0.17 0.19 0.05 0.0372
N 0.589 -1.271 0.491 -0.10 -0.20 0.11 -0.5653
C 0.645 -0.655 -0.837 0.08 0.03 -0.20 0.1274
C -0.391 -0.930 -1.807 -0.67 -0.21 -0.64 0.0897
N -1.135 -1.246 -2.635 0.61 0.40 0.86 -0.3969
H -1.298 2.765 2.126 -0.34 -0.12 -0.15 0.4094
H 1.441 0.658 0.681 0.11 -0.16 -0.08 0.3253
H -0.334 -1.673 0.646 0.05 0.11 -0.02 0.2848
H 1.637 -0.651 -1.282 -0.13 -0.11 -0.01 0.3530
```
Positions in Å, forces in eV/Å.

The value obtained for the largest force on an atom is 1.129 eV/Å. As for the structure (SMILES): C#C[C@H]1N[C@H]1C#N. The calculation puts the energy above the lowest of the compared OMol25 structures with the same formula, charge and spin at 3.387 eV. The HOMO energy comes out at -10.00 eV.